1.
The following is a quantum chemistry calculation of 2 unconnected molecules or ions with the total composition C23H20N2O4 at a distorted geometry, from the OMol25 dataset.

```
! wB97M-V def2-TZVPD RIJCOSX def2/J DEFGRID3
* xyz 0 1
C 2.50311 -1.03737 1.97899
C 3.87239 -1.04231 2.11026
C 4.60059 0.16620 2.13662
N 6.02762 0.16588 2.14564
O 6.62029 1.26981 2.14862
O 6.63178 -0.92998 2.14709
C 3.90353 1.39041 2.13494
C 2.53704 1.41642 2.03647
C 1.77739 0.21626 1.67699
O 0.64416 0.31605 1.11179
H 1.96222 -1.97621 1.98783
H 4.44793 -1.96250 2.17428
H 4.47161 2.31096 2.20164
H 1.99294 2.35154 2.05411
C -6.48045 0.84406 2.38415
O -5.83867 1.92194 1.64137
C -4.58481 1.71703 1.16331
C -3.89593 0.49432 1.34160
C -2.63555 0.34354 0.80483
C -1.97807 1.37559 0.11790
C -0.66495 1.12731 -0.41316
C -0.42240 0.01807 -1.22558
C 0.86277 -0.25325 -1.85070
C 2.06438 0.42491 -1.90815
C 3.12621 -0.14383 -2.63611
C 2.98820 -1.37340 -3.28961
C 1.77894 -2.08837 -3.22457
C 0.75045 -1.50191 -2.50445
N -0.55678 -1.95282 -2.33386
C -1.11771 -3.18242 -2.86926
C -1.27747 -1.04801 -1.60912
C -2.66559 2.61323 -0.01195
C -3.94367 2.77465 0.47312
H -7.45218 1.27811 2.63380
H -6.60496 -0.06276 1.76659
H -5.91613 0.59389 3.30007
H -4.34685 -0.32444 1.90177
H -2.08375 -0.58162 0.95318
H 0.03074 1.96212 -0.47372
H 2.15133 1.37155 -1.37829
H 4.07689 0.38618 -2.70092
H 3.81157 -1.77830 -3.87192
H 1.60712 -3.04025 -3.72902
H -0.33616 -3.69394 -3.43977
H -1.47038 -3.82429 -2.04661
H -1.97310 -2.94604 -3.51905
H -2.31409 -1.25179 -1.33693
H -2.18441 3.44339 -0.53217
H -4.49713 3.70239 0.37795
*
```

Output
Kohn-Sham gap ... 5.393 eV
Largest force on an atom ... 2.12 eV/A
Energy above the lowest of the compared OMol25 structures with the same formula, charge and spin ... 7.3738 eV
HOMO level ... -6.91 eV


2.
The following is a quantum chemistry calculation of a molecular structure, C23H20N6O4Re, from the OMol25 dataset.

```
! wB97M-V def2-TZVPD RIJCOSX def2/J DEFGRID3
* xyz 4 4
Re -0.28700 -0.63548 0.27350
O 3.85073 -0.44656 0.55159
C 2.62828 -0.78468 0.45061
O 1.64960 -0.06293 0.78932
C 2.34070 -2.18137 0.03743
C 3.24462 -3.22189 -0.08530
C 2.73445 -4.52099 -0.08255
C 1.37826 -4.72606 0.18614
C 0.55490 -3.61995 0.29877
N 1.02173 -2.38017 0.10524
C -0.81135 -3.52838 0.89798
O -1.57501 -4.51521 1.17041
O -1.21545 -2.37556 1.18906
H 4.01524 0.43182 0.95018
H 4.31069 -3.03037 -0.13015
H 3.40136 -5.36904 -0.18721
H 1.01020 -5.73315 0.34629
H -1.25058 -5.41023 0.96181
C -2.36783 -0.07356 -1.92905
N -2.26051 -0.85679 -0.65168
C -3.34427 -0.49803 0.33769
C -2.75748 0.53206 1.23876
N -1.42563 0.74018 1.22372
C -1.14698 1.71877 2.21338
C 0.03696 2.33018 2.60156
C -0.06301 3.28126 3.59875
C -1.29685 3.61904 4.18131
C -2.47802 3.02456 3.78522
C -2.36613 2.06635 2.79013
N -3.34399 1.29215 2.13664
C -1.01116 0.38568 -2.32093
N -0.00961 0.47048 -1.42021
C 1.06228 1.14872 -2.07699
C 2.27957 1.66145 -1.63443
C 3.05991 2.32201 -2.56456
C 2.65488 2.48366 -3.89936
C 1.42899 2.02920 -4.33429
C 0.65196 1.37440 -3.38992
N -0.65459 0.88017 -3.48606
H -2.99544 0.80296 -1.75460
H -2.84800 -0.67340 -2.70280
H -2.39378 -1.84055 -0.87626
H -3.62784 -1.39285 0.89238
H -4.22814 -0.13369 -0.18743
H 0.98902 2.09056 2.14898
H 0.83004 3.78771 3.93918
H -1.32337 4.37309 4.95661
H -3.42768 3.29831 4.22583
H -4.33911 1.32270 2.33166
H 2.56797 1.64365 -0.59617
H 4.00034 2.75611 -2.25187
H 3.30086 3.00897 -4.58982
H 1.08763 2.19639 -5.34774
H -1.24238 0.93828 -4.31079
*
```

Output
Kohn-Sham gap (spin up / spin down) ... 6.111 / 4.991 eV
Largest force on an atom ... 0.33 eV/A
Expectation value of S² ... 3.77
HOMO level (spin up / spin down) ... -19.75 / -19.75 eV


3.
The following is a quantum chemistry calculation of a molecular structure, C23H21BrIrN3O4SbSe4, from the OMol25 dataset.

```
! wB97M-V def2-TZVPD RIJCOSX def2/J DEFGRID3
* xyz -2 2
Ir -1.87950 -1.06059 -0.58044
O -0.28523 3.16664 -3.53712
C -1.00447 3.75558 -2.56410
C -1.10537 5.14829 -2.58333
C -1.81100 5.81287 -1.59916
C -2.43320 5.10839 -0.57298
C -2.33943 3.72930 -0.55136
C -1.63357 3.03732 -1.53475
C -1.58615 1.55619 -1.44735
O -2.13967 1.00676 -0.44785
N -0.95306 0.92236 -2.43881
N -0.97371 -0.41993 -2.21681
C -0.46685 -1.29779 -2.99887
C -0.54724 -2.66419 -2.50114
C 0.02182 -3.73375 -3.16366
C -0.02541 -4.99316 -2.58338
C -0.64253 -5.14045 -1.35940
C -1.20610 -4.03026 -0.74474
N -1.16936 -2.82395 -1.30074
H -0.28264 2.19319 -3.33852
H -0.61118 5.68264 -3.38449
H -1.87586 6.89469 -1.63096
H -2.98909 5.62911 0.19510
H -2.81549 3.14161 0.22345
H 0.02913 -1.03295 -3.92501
H 0.50724 -3.56549 -4.11517
H 0.41639 -5.84343 -3.08724
H -0.72866 -6.10073 -0.87214
H -1.73950 -4.11037 0.19035
Se -4.25954 -4.84720 0.69880
Sb -5.37828 -2.74802 -0.01905
Se -3.95406 -1.30974 -1.90352
Se -3.15747 -1.77052 1.42810
Se -7.10657 -1.90983 1.49031
C 4.62652 1.28359 4.39296
C 3.69547 0.72884 3.34687
C 3.70909 -0.61973 3.02101
C 2.84088 -1.14857 2.07041
C 2.87811 -2.61695 1.74177
C 1.92619 -0.30121 1.44643
C 1.88210 1.06001 1.76754
C 0.88243 1.97904 1.11549
C 2.78090 1.55475 2.70526
C 0.97733 -0.85009 0.39933
O 1.42703 -1.37380 -0.61920
O -0.24774 -0.69762 0.70854
H 5.43303 0.58259 4.61291
H 4.09503 1.48175 5.32732
H 5.07410 2.22442 4.06687
H 4.41331 -1.28093 3.51802
H 3.62050 -3.13095 2.35484
H 3.10563 -2.77032 0.68779
H 1.90343 -3.07853 1.92201
H 0.89023 1.86517 0.02932
H 1.10233 3.02039 1.35535
H -0.12988 1.74018 1.44358
H 2.75753 2.61342 2.94685
Br -3.51793 0.35193 2.41473
*
```

Output
Kohn-Sham gap (spin up / spin down) ... 4.459 / 5.544 eV
Largest force on an atom ... 0.42 eV/A
Energy above the lowest of the compared OMol25 structures with the same formula, charge and spin ... 0.0000 eV
Expectation value of S² ... 0.77
HOMO level (spin up / spin down) ... -0.57 / -1.66 eV


4.
The following is a quantum chemistry calculation of a gas-phase ion, C23H21BrN3OS (charge +1) at a distorted geometry, from the OMol25 dataset.

```
! wB97M-V def2-TZVPD RIJCOSX def2/J DEFGRID3
* xyz 1 1
Br -3.74900 -2.93476 -4.28274
N -0.61372 -0.46173 2.17231
O -4.20783 0.10189 -4.59844
S 0.76203 -0.93353 -0.06804
C 0.57469 -0.67546 1.70492
C -1.06021 -0.96811 0.10507
C -5.55006 0.80009 2.28706
C -4.38492 1.43406 2.74141
C -5.31128 -0.39576 1.55831
C -3.06517 0.77007 -2.62878
C -2.27407 0.51994 -1.38948
C -2.20502 -1.77878 -2.04219
C 3.53972 0.92922 2.38365
C 3.67292 -1.43539 1.79023
C -3.11687 1.00698 2.39438
C -4.04364 -0.88893 1.27918
C 4.76881 1.32476 1.86677
C 4.96065 -1.09972 1.33655
C -3.03002 -1.55556 -3.20899
C -3.40691 -0.22427 -3.51339
C -1.90037 -0.77865 -1.09338
C 3.01575 -0.28666 2.29798
C -2.87230 -0.15010 1.62278
C 5.53736 0.22079 1.36457
N 1.60266 -0.43576 2.68501
N -1.54808 -0.62990 1.29985
C -3.54661 0.75049 -5.67240
C 6.94509 0.47757 -0.57277
C 6.94195 0.43765 0.95556
H -6.49612 1.23006 2.51612
H -4.36178 2.47290 3.18530
H -6.14324 -0.78172 1.04640
H -3.48123 1.77508 -2.75412
H -2.07559 1.33856 -0.79930
H -1.88592 -2.81133 -1.84943
H 2.88025 1.59368 2.84151
H 3.33113 -2.51402 1.75955
H -2.20894 1.57657 2.56895
H -3.89383 -1.81929 0.71194
H 5.15267 2.31526 1.94954
H 5.60102 -1.87437 0.86465
H 1.47358 -0.96409 3.57386
H -3.35602 0.06869 -6.54633
H -2.58010 1.19750 -5.41219
H -4.27576 1.54200 -6.09959
H 6.34781 -0.27976 -1.12525
H 6.59626 1.48728 -0.83119
H 8.00187 0.31137 -0.85635
H 7.58370 -0.39658 1.24286
H 7.35474 1.39178 1.23811
*
```

Output
Kohn-Sham gap ... 7.345 eV
Largest force on an atom ... 5.15 eV/A
Energy above the lowest of the compared OMol25 structures with the same formula, charge and spin ... 2.9059 eV
HOMO level ... -11.59 eV


5.
The following is a quantum chemistry calculation of C23H21Cl2N5O4S in the gas phase at a distorted geometry, from the OMol25 dataset.

```
! wB97M-V def2-TZVPD RIJCOSX def2/J DEFGRID3
* xyz 0 1
C 1.82837 3.49134 0.49505
H 1.36571 4.45059 0.27124
O 1.28293 2.58662 -0.43648
C 1.73850 1.30280 -0.44170
C 2.59022 0.74738 0.49659
C 2.97739 -0.58198 0.39910
C 2.53676 -1.37256 -0.64424
C 1.68716 -0.81503 -1.59796
C 1.28021 0.50278 -1.51194
O 0.45801 1.12912 -2.40108
C -0.06682 0.38802 -3.47418
H 0.72542 0.00676 -4.12668
H -0.68717 1.08599 -4.03353
H -0.68957 -0.44116 -3.12217
H 1.36216 -1.41954 -2.43158
C 2.92413 -2.82210 -0.74315
H 2.85599 -3.15289 -1.78175
H 3.95291 -2.96125 -0.40873
C 2.01406 -3.70026 0.12036
N 0.62155 -3.46897 -0.19566
C -0.33728 -3.52758 0.74454
O -0.17485 -3.97932 1.85573
C -1.71900 -3.10000 0.25153
H -2.39891 -3.04248 1.10080
H -2.10016 -3.82259 -0.47123
S -1.76538 -1.49692 -0.61151
C -1.06116 -0.49853 0.64988
N -0.24169 -1.10209 1.44340
C 0.28315 -0.32457 2.40741
N 1.14021 -0.68707 3.37189
N 1.46970 0.35666 4.14858
C 0.82501 1.40144 3.68656
C 0.03978 1.04718 2.56669
C -0.86438 1.72077 1.68125
O -1.21396 2.87553 1.68637
N -1.39921 0.81435 0.70798
C -2.39805 1.34532 -0.15251
C -2.05665 2.28019 -1.11876
C -3.03069 2.82377 -1.93494
C -4.35181 2.43577 -1.77237
C -4.71618 1.52560 -0.79167
C -3.73536 0.99308 0.02612
Cl -4.18095 -0.09883 1.28505
H -5.74823 1.24549 -0.65567
Cl -5.57142 3.09861 -2.79090
H -2.76736 3.54889 -2.68769
H -1.02273 2.57005 -1.22456
H 0.92760 2.36068 4.15254
H 1.49061 -1.61192 3.56503
H 0.42093 -3.00188 -1.06647
H 2.14959 -3.47826 1.18243
H 2.25730 -4.75778 -0.03926
H 3.63793 -0.99330 1.14729
H 2.95735 1.34190 1.31799
H 1.58386 3.21290 1.52365
H 2.91448 3.56927 0.38330
*
```

Output
Kohn-Sham gap ... 8.539 eV
Largest force on an atom ... 1.13 eV/A
SMILES string ... COc1ccc(CCNC(=O)CSc2nc3[nH]ncc3c(=O)n2-c2ccc(Cl)cc2Cl)cc1OC
HOMO level ... -8.26 eV


6.
The following is a quantum chemistry calculation of a molecular structure, C23H21ClFN9O8PtS at a distorted geometry, from the OMol25 dataset.

```
! wB97M-V def2-TZVPD RIJCOSX def2/J DEFGRID3
* xyz 0 5
Pt -0.74691 -0.91454 1.05197
C 2.99399 -1.48985 -6.74604
C 2.44193 -1.67493 -5.36028
C 1.74836 -2.83274 -5.02189
C 1.20321 -2.99961 -3.75769
C 1.36855 -1.99233 -2.81947
C 2.06817 -0.83720 -3.13076
C 2.59644 -0.67832 -4.39729
S 0.66267 -2.17351 -1.21916
O 1.58591 -1.65362 -0.22866
O 0.19697 -3.52589 -1.11821
N -0.59627 -1.11597 -1.12289
C -1.57967 -1.26382 -2.06171
C -2.87750 -2.88265 -1.64588
O -2.90430 -3.45723 -2.68003
O -3.13052 -2.74905 -0.49385
H 3.26939 -2.44481 -7.19241
H 3.87245 -0.84562 -6.73842
H 2.24908 -1.02396 -7.39475
H 1.62947 -3.61704 -5.75967
H 0.65355 -3.89121 -3.49069
H 2.21124 -0.08147 -2.37690
H 3.13434 0.22999 -4.63797
H -1.28106 -1.57021 -3.06145
H -2.36798 -0.51680 -2.02422
N 1.19571 -1.61158 3.46623
C 0.16210 -0.94511 4.00783
N 0.03010 -0.78070 5.32150
C -0.95184 0.03238 5.70458
N -1.04345 0.32131 7.01005
N -1.89846 0.56980 4.89775
C -1.73159 0.28420 3.62655
N -0.70006 -0.37540 3.11804
C -2.80383 0.64431 2.65852
C -3.80631 1.54268 2.97138
C -4.80201 1.76640 2.03363
C -4.77447 1.06520 0.84035
C -3.73852 0.17399 0.60844
N -2.76761 -0.01556 1.49537
H 1.62039 -2.22990 4.15207
H 2.01108 -0.31720 2.37541
H -0.34772 -0.03478 7.63909
H -1.77615 0.92429 7.33361
H -3.79175 2.03376 3.93314
H -5.59772 2.46986 2.23920
H -5.54598 1.19269 0.09445
H -3.68670 -0.43264 -0.28309
F 3.59502 3.77909 -2.04835
C 2.57999 3.26858 -1.35253
C 2.55043 3.32752 -0.02111
N 1.48132 2.84466 0.70104
C 1.49913 2.85501 2.15351
C 1.90201 1.53856 2.80614
O 1.93115 1.42625 4.00219
O 2.07738 0.56657 1.92741
C 0.43825 2.18627 0.08695
O -0.49816 1.71399 0.72027
N 0.51319 2.11434 -1.28056
C 1.50239 2.64430 -2.11194
O 1.44400 2.55298 -3.31349
H 3.35275 3.78208 0.54258
H 0.49123 3.06534 2.50580
H 2.15306 3.64930 2.50738
H -0.20538 1.55429 -1.72502
Cl -0.46451 -3.14474 2.08398
*
```

Output
Kohn-Sham gap (spin up / spin down) ... 6.375 / 6.914 eV
Largest force on an atom ... 1.09 eV/A
Energy above the lowest of the compared OMol25 structures with the same formula, charge and spin ... 0.7506 eV
Expectation value of S² ... 6.02
HOMO level (spin up / spin down) ... -7.06 / -9.07 eV


- What is the formula in the sixth record?
  C23H21ClFN9O8PtS


- Among the records above, which one has the highest largest force on an atom?
  C23H21BrN3OS


Copy entry 6 word for word.
The following is a quantum chemistry calculation of a molecular structure, C23H21ClFN9O8PtS at a distorted geometry, from the OMol25 dataset.

```
! wB97M-V def2-TZVPD RIJCOSX def2/J DEFGRID3
* xyz 0 5
Pt -0.74691 -0.91454 1.05197
C 2.99399 -1.48985 -6.74604
C 2.44193 -1.67493 -5.36028
C 1.74836 -2.83274 -5.02189
C 1.20321 -2.99961 -3.75769
C 1.36855 -1.99233 -2.81947
C 2.06817 -0.83720 -3.13076
C 2.59644 -0.67832 -4.39729
S 0.66267 -2.17351 -1.21916
O 1.58591 -1.65362 -0.22866
O 0.19697 -3.52589 -1.11821
N -0.59627 -1.11597 -1.12289
C -1.57967 -1.26382 -2.06171
C -2.87750 -2.88265 -1.64588
O -2.90430 -3.45723 -2.68003
O -3.13052 -2.74905 -0.49385
H 3.26939 -2.44481 -7.19241
H 3.87245 -0.84562 -6.73842
H 2.24908 -1.02396 -7.39475
H 1.62947 -3.61704 -5.75967
H 0.65355 -3.89121 -3.49069
H 2.21124 -0.08147 -2.37690
H 3.13434 0.22999 -4.63797
H -1.28106 -1.57021 -3.06145
H -2.36798 -0.51680 -2.02422
N 1.19571 -1.61158 3.46623
C 0.16210 -0.94511 4.00783
N 0.03010 -0.78070 5.32150
C -0.95184 0.03238 5.70458
N -1.04345 0.32131 7.01005
N -1.89846 0.56980 4.89775
C -1.73159 0.28420 3.62655
N -0.70006 -0.37540 3.11804
C -2.80383 0.64431 2.65852
C -3.80631 1.54268 2.97138
C -4.80201 1.76640 2.03363
C -4.77447 1.06520 0.84035
C -3.73852 0.17399 0.60844
N -2.76761 -0.01556 1.49537
H 1.62039 -2.22990 4.15207
H 2.01108 -0.31720 2.37541
H -0.34772 -0.03478 7.63909
H -1.77615 0.92429 7.33361
H -3.79175 2.03376 3.93314
H -5.59772 2.46986 2.23920
H -5.54598 1.19269 0.09445
H -3.68670 -0.43264 -0.28309
F 3.59502 3.77909 -2.04835
C 2.57999 3.26858 -1.35253
C 2.55043 3.32752 -0.02111
N 1.48132 2.84466 0.70104
C 1.49913 2.85501 2.15351
C 1.90201 1.53856 2.80614
O 1.93115 1.42625 4.00219
O 2.07738 0.56657 1.92741
C 0.43825 2.18627 0.08695
O -0.49816 1.71399 0.72027
N 0.51319 2.11434 -1.28056
C 1.50239 2.64430 -2.11194
O 1.44400 2.55298 -3.31349
H 3.35275 3.78208 0.54258
H 0.49123 3.06534 2.50580
H 2.15306 3.64930 2.50738
H -0.20538 1.55429 -1.72502
Cl -0.46451 -3.14474 2.08398
*
```

Output
Kohn-Sham gap (spin up / spin down) ... 6.375 / 6.914 eV
Largest force on an atom ... 1.09 eV/A
Energy above the lowest of the compared OMol25 structures with the same formula, charge and spin ... 0.7506 eV
Expectation value of S² ... 6.02
HOMO level (spin up / spin down) ... -7.06 / -9.07 eV


- Which of these has the highest largest force on an atom?
  C23H21BrN3OS